a.
Molecular formula: C5H14NO
Method: DFT, ωB97M-V with the def2-TZVPD basis set

## Properties
LUMO = 0.15391 hartree

```
! RIJCOSX wB97M-V def2-TZVPD def2/J DEFGRID3
* xyz -1 1
C 0.28887 1.43013 -2.23713
O 0.01607 0.70391 -1.11163
C 1.37437 2.47206 -1.96431
H -0.61949 1.95733 -2.60810
H 0.63950 0.80609 -3.09319
H 1.61496 3.08546 -2.85103
H 2.29749 1.97822 -1.65214
H 1.07351 3.16742 -1.17728
C -1.31190 -1.20215 1.40817
C 0.12030 -1.62066 1.79415
C 1.05535 -0.45068 2.08175
N -1.56696 -1.45642 -0.02790
H -1.49895 -0.14918 1.65208
H -2.01593 -1.81999 1.97573
H 0.49484 -2.20861 0.95559
H 0.14895 -2.30917 2.65227
H 0.68283 0.21914 2.86541
H 1.10831 0.16035 1.16876
H 2.05546 -0.77613 2.38676
H -1.07084 -0.74180 -0.60880
H -2.54189 -1.24592 -0.22662
*
```

---

b.
Molecular formula: C5H14NO
Method: DFT, ωB97M-V with the def2-TZVPD basis set

## Properties
LUMO = 0.15415 hartree

```
! RIJCOSX wB97M-V def2-TZVPD def2/J DEFGRID3
* xyz -1 1
C -1.47358 -1.01364 -0.44711
O -0.76632 0.13926 -0.32989
C -0.66357 -2.11786 -1.17346
C -0.33814 -1.73257 -2.61294
H -2.40140 -0.84230 -1.04704
H -1.77353 -1.49330 0.51967
H -1.20585 -3.07569 -1.15345
H 0.26118 -2.20008 -0.59137
H 0.41529 -2.39407 -3.05864
H 0.06872 -0.71957 -2.59943
H -1.21743 -1.75852 -3.26309
C 1.22435 0.39129 1.97633
N 1.12935 1.84630 1.97512
C 0.67741 2.46017 0.71683
H 0.26440 -0.01544 1.65675
H 1.97424 -0.00363 1.27764
H 1.44885 0.05256 2.99140
H 2.06392 2.20966 2.15210
H 1.28906 2.17592 -0.14895
H 0.75143 3.54535 0.84849
H -0.36148 2.17063 0.58620
*
```

---

Which is the most stable structure? a is the most stable.

---

a.
Molecular formula: CH3NO2
Method: DFT, ωB97M-V with the def2-TZVPD basis set

## Properties
LUMO (alpha / beta) = -0.05450 / -0.04436 hartree

```
! RIJCOSX wB97M-V def2-TZVPD def2/J DEFGRID3
* xyz 0 1
C 0.82532 -0.03117 0.06266
N -0.52883 -0.32115 0.27058
O -2.72653 -0.00437 0.12990
O -1.37009 0.35760 -0.32361
H 1.40321 -0.29848 0.93929
H 1.29036 -0.73148 -0.59089
H 1.10655 1.02906 -0.48793
*
```

---

b.
Molecular formula: CH3NO2
Method: DFT, ωB97M-V with the def2-TZVPD basis set

## Properties
SMILES string = O=CNO
LUMO = 0.03447 hartree

```
! RIJCOSX wB97M-V def2-TZVPD def2/J DEFGRID3
* xyz 0 1
C -0.77657 0.46860 0.38579
H 1.35775 0.47095 -0.71603
H 0.08558 -1.65631 0.03453
H -1.76622 0.14346 0.70533
N 0.09931 -0.60268 -0.16518
O 1.35470 -0.43267 -0.77617
O -0.35456 1.60865 0.53174
*
```

---

Which is the most stable structure? b is the most stable.

---

a.
Molecular formula: H2NO4S2
Method: DFT, ωB97M-V with the def2-TZVPD basis set

## Properties
LUMO = 0.12629 hartree

```
! RIJCOSX wB97M-V def2-TZVPD def2/J DEFGRID3
* xyz -1 1
N 0.97385 -0.16642 -1.77904
O 1.36909 0.15264 1.93731
O -2.70415 -0.79278 -0.78033
O -1.19871 -0.31923 1.07696
O -0.04047 -0.78057 -1.32542
S 1.09054 1.41467 -1.69748
S -1.62705 0.04158 -0.28023
H 0.44599 -0.09181 1.72895
H 1.69090 0.54194 1.11928
*
```

---

b.
Molecular formula: H2NO4S2
Method: DFT, ωB97M-V with the def2-TZVPD basis set

## Properties
LUMO = 0.11796 hartree

```
! RIJCOSX wB97M-V def2-TZVPD def2/J DEFGRID3
* xyz -1 1
N 4.86772 0.28656 -0.79075
O -1.02324 -0.16237 -1.06884
O 1.21514 0.13864 0.61927
O 1.30096 -2.13782 -0.18501
O 3.81460 -0.38819 -0.84416
S 5.47390 0.94319 0.55139
S 1.93015 -1.09078 0.54553
H -0.28900 -0.74850 -1.42180
H -0.30761 0.06655 -0.37258
*
```

---

Which is the most stable structure? a is the most stable.

---

a.
Molecular formula: C4H8N2
Method: DFT, ωB97M-V with the def2-TZVPD basis set

## Properties
<S²> = 2.00
LUMO (alpha / beta) = 0.03422 / -0.11984 hartree

```
! RIJCOSX wB97M-V def2-TZVPD def2/J DEFGRID3
* xyz 0 3
C -0.57233 0.52622 0.41653
C -0.08646 -0.26722 -0.76415
C 0.09432 0.64668 1.80172
C 1.17679 -0.95056 -1.11632
N -1.23778 -0.27591 -1.46652
N -1.27024 -0.60951 -0.05594
H -1.39493 1.76657 0.14773
H -0.77484 0.66095 2.46270
H 0.80892 1.47290 1.93893
H 0.64079 -0.34249 1.98999
H 0.80703 -1.67172 -1.71913
H 1.58726 -1.53269 -0.33282
H 1.69634 -0.12539 -1.50720
H -1.47488 0.70217 -1.79552
*
```

---

b.
Molecular formula: C4H8N2
Method: DFT, ωB97M-V with the def2-TZVPD basis set

## Properties
<S²> = 2.01
LUMO (alpha / beta) = 0.04187 / -0.09752 hartree

```
! RIJCOSX wB97M-V def2-TZVPD def2/J DEFGRID3
* xyz 0 3
C -0.81014 -0.26053 -0.09360
C 0.77871 0.02326 0.14171
C -1.63838 1.01439 -0.11532
C 1.73544 -1.07806 -0.04352
N -1.21712 -1.43048 -0.13382
N 1.00601 1.26652 0.30257
H -2.67570 0.89615 -0.38246
H -1.63240 1.40540 0.91896
H -1.05811 1.72502 -0.67309
H 2.46346 -0.45934 -0.44451
H 1.25400 -1.83000 -0.63772
H 2.11083 -1.49617 0.84175
H -2.25148 -1.43532 -0.21925
H 1.93487 1.65917 0.53830
*
```

---

Which is the most stable structure? b is the most stable.

---

a.
Molecular formula: C4H6NO
Method: DFT, ωB97M-V with the def2-TZVPD basis set

## Properties
LUMO (alpha / beta) = 0.14498 / 0.15724 hartree

```
! RIJCOSX wB97M-V def2-TZVPD def2/J DEFGRID3
* xyz -1 1
C 2.24981 0.43465 -0.65824
C 2.59410 -0.77286 -0.27277
C -0.14116 0.82057 0.28273
C -1.46227 0.74116 -0.13335
N -2.20677 -0.33120 0.08466
O -3.46517 -0.51324 -0.24528
H 3.59827 -1.14795 -0.47544
H 1.97441 -1.50426 0.23491
H 0.21247 0.05815 0.95694
H 0.34465 1.77418 0.32003
H -1.92798 1.52258 -0.72064
H -1.77035 -1.08179 0.62644
*
```

---

b.
Molecular formula: C4H6NO
Method: DFT, ωB97M-V with the def2-TZVPD basis set

## Properties
LUMO (alpha / beta) = 0.16543 / 0.16543 hartree

```
! RIJCOSX wB97M-V def2-TZVPD def2/J DEFGRID3
* xyz -1 1
C 1.48829 -0.11715 0.24124
C 1.27350 1.14019 0.01064
C 0.19712 -1.08600 -0.11479
C -1.20199 -0.72739 0.34753
N -1.92580 0.24443 -0.22273
O -3.02883 0.79898 0.20128
H 2.20673 1.64267 -0.27728
H 0.38738 1.67412 -0.21745
H 0.33633 -0.99957 -1.25746
H 0.50770 -2.15697 0.26252
H -1.31623 -1.03372 1.48813
H -1.50801 0.60809 -1.09561
*
```

---

Which is the most stable structure? b is the most stable.

---

a.
Molecular formula: C6H9F
Method: DFT, ωB97M-V with the def2-TZVPD basis set

## Properties
SMILES string = C=C[C@@]1(C)C[C@@H]1F
LUMO = 0.03816 hartree

```
! RIJCOSX wB97M-V def2-TZVPD def2/J DEFGRID3
* xyz 0 1
C -0.60399 0.61481 2.04755
C -0.86538 -0.17130 1.01572
C 1.36677 0.08479 -0.18920
C 0.83218 -1.27401 -0.46809
C -0.12381 -0.13777 -0.29363
C -0.74921 0.51993 -1.49593
F 1.22635 -1.81522 -1.71014
H -1.02079 0.68478 3.04085
H 0.20108 1.26581 1.94142
H -1.61044 -1.02471 1.04742
H 1.58048 0.35514 0.84123
H 1.91418 0.65282 -0.93256
H 0.82265 -2.18246 0.28178
H -1.81481 0.19437 -1.69055
H -0.17024 0.67047 -2.43757
H -0.98502 1.56256 -0.99830
*
```

---

b.
Molecular formula: C6H9F
Method: DFT, ωB97M-V with the def2-TZVPD basis set

## Properties
LUMO = 0.02495 hartree

```
! RIJCOSX wB97M-V def2-TZVPD def2/J DEFGRID3
* xyz 0 1
C -0.41676 0.67694 -2.72738
C -0.16169 1.34587 2.09079
C -0.68345 0.27018 -1.52151
C 0.31981 0.49160 1.17374
C 0.40477 -0.93254 1.51715
C 0.89812 0.91551 -0.11401
F 0.84896 2.21404 -0.40105
H -1.01294 0.45250 -3.57765
H 0.34206 1.47867 -2.88631
H -0.24257 2.40122 1.88446
H -0.63829 0.69746 2.79148
H -1.39502 -0.63696 -1.31269
H -0.07369 -1.13436 2.41442
H 0.01668 -1.56199 0.67140
H 1.41299 -1.44806 1.63854
H 1.83382 0.50433 -0.36602
*
```

---

Which is the most stable structure? a is the most stable.